No. 1
Molecular formula: C3H2OS2
Method: DFT, ωB97M-V/def2-TZVPD

Positions of all 8 atoms, in Å:
O1 -1.404789 -1.344081 -1.419463
C1 -0.607951 -0.717040 -0.740796
C2 -0.107288 -1.300610 0.424412
S1 -0.096926 -0.703227 1.876987
C3 0.002265 0.662603 -1.285572
S2 1.085786 1.963766 -0.454042
H1 0.361427 -2.419841 0.259066
H2 -0.667026 1.134136 -2.058739

Forces on atoms 1 to 6 (eV/Å):
0.521 1.284 0.349
-0.158 1.365 -3.914
2.733 -4.386 1.728
-0.144 0.710 1.149
0.625 4.003 2.817
-3.324 -4.824 -2.623

Computed properties:
LUMO level: -2.53 eV
HOMO-LUMO gap: 6.658 eV
2S+1: 1
Relative energy (zero: lowest compared OMol25 entry of this formula, charge and spin): 370.2 kJ/mol
SMILES: O=C(C=S)C=S
HOMO level: -9.19 eV

=====

No. 2
Molecular formula: C16H27NO2
Method: DFT, ωB97M-V/def2-TZVPD

Positions of all 46 atoms, in Å:
C1 -2.456073 -2.273238 -1.252318
C2 -2.166969 -0.773966 -1.276564
C3 -3.305861 -0.031609 -1.985186
C4 -1.965896 -0.167863 0.092717
C5 -2.458709 -0.747149 1.248487
C6 -2.301476 -0.141299 2.485080
C7 -1.657652 1.075851 2.570384
C8 -1.154090 1.678711 1.429271
C9 -1.290564 1.062805 0.192463
O1 -0.819898 1.575191 -0.986327
C10 -0.027651 2.741909 -0.992208
C11 1.384771 2.527766 -0.439659
C12 2.118940 1.411263 -1.179691
C13 3.441333 1.049660 -0.501590
C14 3.277808 0.258619 0.806570
N1 3.642303 -1.140126 0.625182
C15 2.738412 -1.945734 -0.168003
C16 1.341395 -2.185274 0.436560
O2 0.636048 -3.180430 -0.267536
H1 -3.452224 -2.468354 -0.861896
H2 -1.730038 -2.805128 -0.642463
H3 -2.414491 -2.669605 -2.265220
H4 -1.249136 -0.600245 -1.850154
H5 -3.459442 -0.439708 -2.981879
H6 -4.230002 -0.136154 -1.420075
H7 -3.070534 1.025281 -2.075209
H8 -2.974656 -1.691742 1.191967
H9 -2.688969 -0.617530 3.372985
H10 -1.540182 1.568499 3.524471
H11 -0.668168 2.637634 1.520067
H12 0.031218 3.014058 -2.050647
H13 -0.530344 3.557209 -0.455487
H14 1.934890 3.465986 -0.534751
H15 1.329228 2.277745 0.620306
H16 2.313193 1.732180 -2.205889
H17 1.468965 0.536165 -1.224117
H18 3.988507 1.972873 -0.303108
H19 4.052927 0.448656 -1.175618
H20 2.256157 0.379260 1.198505
H21 3.964888 0.655339 1.557738
H22 3.765570 -1.577497 1.532848
H23 3.213744 -2.922064 -0.308239
H24 2.634948 -1.479121 -1.151772
H25 0.757296 -1.253962 0.462265
H26 1.435920 -2.559087 1.460048
H27 0.577118 -2.915945 -1.192796

Forces on atoms 1 to 6 (eV/Å):
0.145 0.204 0.045
-0.132 -0.074 -0.057
0.245 0.000 -0.048
0.211 0.106 -0.235
0.075 0.077 -0.044
-0.044 0.027 0.182

Computed properties:
LUMO level: 0.90 eV
HOMO-LUMO gap: 9.292 eV
2S+1: 1
Relative energy (zero: lowest compared OMol25 entry of this formula, charge and spin): 131.4 kJ/mol
SMILES: CC(C)c1ccccc1OCCCCCNCCO
HOMO level: -8.39 eV

=====

No. 3
Molecular formula: C2H3O2
Method: DFT, ωB97M-V/def2-TZVPD

Positions of all 7 atoms, in Å:
C1 -0.075845 -0.493121 -0.161693
C2 0.734106 0.746286 -0.082865
O1 1.839576 0.317965 -0.760930
O2 0.517247 0.168979 -1.307396
H1 0.312476 -1.565592 0.047459
H2 -1.185924 -0.186843 -0.178543
H3 0.561304 1.799123 0.087863

Forces on atoms 1 to 6 (eV/Å):
-1.447 -0.778 1.990
0.245 0.399 2.392
1.729 -0.298 0.633
-1.259 -0.384 -4.977
-0.659 2.129 -0.320
1.587 -1.114 0.023

Computed properties:
LUMO level: -5.88 eV
HOMO-LUMO gap: 12.917 eV
2S+1: 1
Net charge: +1
Relative energy (zero: lowest compared OMol25 entry of this formula, charge and spin): 492.6 kJ/mol
HOMO level: -18.79 eV

=====

No. 4
Molecular formula: C39H49BrIN5O5P
Method: DFT, ωB97M-V/def2-TZVPD

Positions of all 101 atoms, in Å:
C1 5.507356 1.146449 -0.061424
C2 4.071014 1.359766 -0.564964
N1 3.382666 0.044551 -0.710945
C3 2.205415 -0.103505 0.100907
C4 2.251779 -0.857031 1.275637
I1 4.103543 -1.733817 1.769231
C5 1.124530 -1.061383 2.090296
P1 1.021948 -2.078801 3.642429
O1 1.747694 -3.464139 3.128826
Br1 2.528176 -1.100152 5.008756
C6 -0.066608 -0.476178 1.668107
C7 -0.116655 0.300758 0.506587
C8 0.996128 0.509647 -0.289177
C9 0.948784 1.316578 -1.554479
C10 0.950937 0.440324 -2.837419
C11 -0.318418 0.574295 -3.622399
O2 -0.905250 -0.359419 -4.055459
O3 -0.736381 1.852247 -3.873414
C12 -1.468853 0.864840 0.152967
O4 -1.631858 2.021668 -0.137741
C13 -2.562095 -0.146921 0.276131
C14 -2.499935 -0.900264 1.444276
C15 -3.437417 -1.875010 1.698192
C16 -4.432597 -2.128775 0.754607
C17 -5.419684 -3.217045 1.121182
C18 -6.684401 -2.626076 1.797633
C19 -6.460552 -2.182070 3.248896
N2 -7.461913 -1.198109 3.706146
C20 -4.484192 -1.402413 -0.453277
C21 -5.551199 -1.765201 -1.481704
C22 -5.015028 -2.698105 -2.559661
C23 -4.423385 -2.209653 -3.725490
C24 -3.898493 -3.060013 -4.694353
C25 -3.978139 -4.440774 -4.548363
C26 -4.602916 -4.940732 -3.409569
C27 -5.100299 -4.085331 -2.430931
C28 -3.553409 -0.363522 -0.689124
C29 -3.556694 0.499601 -1.929145
C30 -4.861155 1.247575 -2.258036
C31 -5.642373 1.725351 -1.034713
C32 -6.900534 2.467347 -1.498546
N3 -7.949704 2.454467 -0.470891
C33 -1.380660 -0.637528 2.382865
O5 -1.509452 -0.533759 3.567922
H1 5.505950 1.217463 1.024012
H2 6.220030 1.818974 -0.534648
H3 5.774625 0.125447 -0.309160
H4 3.498503 1.975589 0.124212
H5 4.092344 1.814545 -1.551892
H6 3.086019 -0.090386 -1.666910
H7 2.574845 -3.583183 3.617295
H8 1.795845 1.993364 -1.543162
H9 0.084008 1.961483 -1.586860
H10 1.147674 -0.609189 -2.652011
H11 1.728619 0.826943 -3.500957
H12 -1.462233 2.073295 -3.275550
H13 -3.389832 -2.449967 2.609240
H14 -5.744303 -3.741079 0.236809
H15 -4.913362 -3.896125 1.801272
H16 -7.003364 -1.778644 1.192413
H17 -7.439688 -3.409938 1.771429
H18 -5.464747 -1.759789 3.347510
H19 -6.538468 -3.050645 3.897402
H20 -8.371123 -1.631471 3.590345
H21 -7.421976 -0.422179 3.055044
H22 -6.347818 -2.309779 -0.989657
H23 -6.009846 -0.893639 -1.926912
H24 -4.357733 -1.152026 -3.926822
H25 -3.420401 -2.662609 -5.577616
H26 -3.590926 -5.113759 -5.296235
H27 -4.689961 -6.012653 -3.304555
H28 -5.575129 -4.550011 -1.579974
H29 -2.787122 1.253552 -1.849659
H30 -3.241646 -0.139411 -2.749298
H31 -4.573492 2.147861 -2.802840
H32 -5.497752 0.698918 -2.946738
H33 -5.013519 2.467085 -0.544298
H34 -5.890593 0.918014 -0.350041
H35 -6.626877 3.498616 -1.714479
H36 -7.269531 2.018247 -2.423871
H37 -8.868523 2.382480 -0.882779
H38 -7.829424 1.669822 0.153562
C34 12.947304 1.755571 2.693531
C35 12.439205 2.391812 1.416272
N4 11.026263 2.799417 1.495034
C36 10.344460 3.437862 0.483111
C37 9.068014 3.599870 0.904844
N5 8.993524 3.065679 2.169802
C38 10.191727 2.598740 2.508376
C39 7.797931 3.001126 3.014738
H39 12.374148 0.863663 2.951192
H40 13.984581 1.459457 2.561900
H41 12.896891 2.451394 3.532384
H42 12.527522 1.693884 0.584222
H43 13.022946 3.278880 1.173732
H44 10.849138 3.699295 -0.429785
H45 8.198408 4.034272 0.445380
H46 10.431336 2.134531 3.448384
H47 7.970963 3.554104 3.934642
H48 7.579897 1.960966 3.244155
H49 6.956944 3.434522 2.484094

Forces on atoms 1 to 6 (eV/Å):
-0.559 -0.133 -0.019
0.251 -0.890 -0.238
-0.691 0.259 0.340
0.200 -0.072 0.069
0.061 -0.156 0.005
-0.022 0.084 -0.226

Computed properties:
LUMO level: -2.83 eV
HOMO-LUMO gap: 7.337 eV
2S+1: 1
Net charge: +1
Relative energy (zero: lowest compared OMol25 entry of this formula, charge and spin): 36.3 kJ/mol
HOMO level: -10.17 eV

=====

No. 5
Molecular formula: C5H10O
Method: DFT, ωB97M-V/def2-TZVPD

Positions of all 16 atoms, in Å:
C1 -1.178264 -0.474693 -1.399390
C2 -0.136091 0.001397 -0.427110
O1 0.869347 0.894969 -1.370689
C3 0.619695 -0.922139 0.552227
C4 0.420789 0.113328 1.697253
C5 -0.297973 1.026210 0.673214
H1 -1.981028 -1.060344 -0.932817
H2 -0.688023 -1.090585 -2.157129
H3 -1.628188 0.392719 -1.891321
H4 1.821774 0.707616 -1.276969
H5 0.132579 -1.886512 0.748692
H6 1.643667 -1.120560 0.230016
H7 1.336771 0.541038 2.119909
H8 -0.173374 -0.287679 2.529625
H9 0.458217 1.588068 0.013750
H10 -1.219898 1.577166 0.890740

Forces on atoms 1 to 6 (eV/Å):
0.098 0.010 -0.050
1.166 0.385 -1.290
-0.554 -1.949 -0.419
0.195 -0.076 -0.257
0.086 0.040 -0.065
0.585 0.821 -0.405

Computed properties:
LUMO level: 0.98 eV
HOMO-LUMO gap: 10.521 eV
2S+1: 1
Relative energy (zero: lowest compared OMol25 entry of this formula, charge and spin): 247.4 kJ/mol
SMILES: CC1(O)CCC1
HOMO level: -9.54 eV

=====

No. 6
Molecular formula: C9H8ClNO
Method: DFT, ωB97M-V/def2-TZVPD

Positions of all 20 atoms, in Å:
C1 -1.900802 -0.815149 0.396538
C2 1.502010 2.595164 -1.243829
C3 2.190087 1.711375 -0.424289
C4 0.129884 2.470449 -1.388227
C5 1.517733 0.708562 0.241378
C6 -0.553873 1.467079 -0.731672
C7 0.134634 0.569005 0.088642
C8 -0.351935 -2.329714 2.188610
C9 -0.580134 -0.511238 0.747043
N1 -2.961843 -1.145589 0.088866
O1 0.089012 -1.302275 1.561527
Cl1 -1.333699 -4.266856 -1.323892
H1 2.032730 3.377373 -1.764726
H2 3.260318 1.803436 -0.310666
H3 -0.410322 3.167213 -2.015312
H4 2.056671 0.025624 0.884440
H5 -1.623991 1.366023 -0.847929
H6 0.363070 -2.860080 2.788566
H7 -2.189404 -3.359496 -1.031093
H8 -1.370145 -2.670906 2.096028

Forces on atoms 1 to 6 (eV/Å):
0.208 -0.345 0.240
0.085 0.021 0.010
0.051 0.112 -0.079
-0.049 0.116 -0.066
-0.065 -0.117 0.149
-0.026 -0.132 0.081

Computed properties:
LUMO level (spin up / spin down): -1.03 / -0.09 eV
HOMO-LUMO gap (spin up / spin down): 6.931 / 7.702 eV
2S+1: 1
Relative energy (zero: lowest compared OMol25 entry of this formula, charge and spin): 215.6 kJ/mol
HOMO level (spin up / spin down): -7.96 / -7.79 eV

=====

No. 7
Molecular formula: C32H39IrN5OS2
Method: DFT, ωB97M-V/def2-TZVPD

Positions of all 80 atoms, in Å:
Ir1 0.142714 0.191914 -0.007025
C1 -2.255489 3.246552 6.184573
C2 -2.820906 3.473529 4.773762
C3 -4.332136 3.269613 4.819448
C4 -2.459137 4.938206 4.426534
C5 -2.223932 2.586394 3.707315
C6 -2.631473 2.758355 2.382551
C7 -2.016028 2.040739 1.378153
N1 -1.045810 1.165638 1.617740
C8 -0.676385 0.910122 2.886998
C9 -1.250312 1.611845 3.945670
C10 0.359526 -0.134757 3.036682
C11 0.956710 -0.467684 4.251083
C12 1.927291 -1.470551 4.324181
C13 2.243574 -2.118664 3.125689
C14 1.613090 -1.748320 1.957334
N2 0.706078 -0.771423 1.896619
C15 2.627474 -1.882227 5.600177
C16 2.160472 -1.129831 6.852000
C17 4.131990 -1.570662 5.438203
C18 2.396620 -3.378194 5.837604
H1 -2.710998 3.928491 6.902203
H2 -1.182848 3.428267 6.208658
H3 -2.500950 2.240424 6.523410
H4 -4.768267 3.860199 5.620515
H5 -4.595568 2.223294 4.972867
H6 -4.801116 3.574421 3.882470
H7 -2.864660 5.616639 5.171873
H8 -2.886020 5.212682 3.462933
H9 -1.382932 5.085749 4.380226
H10 -3.400932 3.470007 2.125208
H11 -2.291561 2.185198 0.342681
H12 -0.937557 1.408947 4.956055
H13 0.669249 0.065146 5.142354
H14 2.976641 -2.911572 3.096934
H15 1.854635 -2.252816 1.030972
H16 2.344117 -0.061587 6.760326
H17 2.710170 -1.463680 7.731754
H18 1.111035 -1.337716 7.051804
H19 4.306308 -0.511159 5.265126
H20 4.553650 -2.130708 4.605885
H21 4.664268 -1.860125 6.340834
H22 1.334591 -3.621862 5.872415
H23 2.851517 -3.682243 6.777664
H24 2.842189 -3.976330 5.042214
N3 3.407918 -1.092601 -2.710062
C19 3.259575 -2.372151 -3.221437
C20 4.288365 -2.944016 -3.967871
C21 4.154601 -4.230631 -4.462109
C22 2.992749 -4.969567 -4.215667
C23 1.952907 -4.415647 -3.487402
C24 2.075819 -3.120695 -2.993955
S1 0.756368 -2.400289 -2.090369
N4 1.292411 -0.888192 -1.723070
C25 2.471065 -0.386737 -2.039781
C26 2.745219 0.992184 -1.603637
C27 3.810371 1.769719 -2.070848
C28 3.992297 3.052783 -1.567018
C29 3.091934 3.548128 -0.633030
C30 2.046886 2.727407 -0.229501
N5 1.885786 1.492744 -0.687989
H25 4.321016 -0.674941 -2.866789
H26 5.190393 -2.384322 -4.166158
H27 4.958354 -4.671689 -5.032817
H28 2.896893 -5.970448 -4.607548
H29 1.055242 -4.986081 -3.297041
H30 4.489159 1.410766 -2.830511
H31 4.828928 3.656935 -1.891497
H32 3.189405 4.542851 -0.226326
H33 1.317717 3.072686 0.493126
C31 -1.209014 1.150019 -4.102931
S2 -2.242785 0.531323 -2.734411
C32 -3.431318 1.901864 -2.676853
O1 -1.366349 0.809734 -1.513093
H34 -1.832394 1.283927 -4.980572
H35 -0.438678 0.422541 -4.334917
H36 -0.754286 2.093295 -3.816503
H37 -3.933363 1.973746 -3.637412
H38 -2.908859 2.827426 -2.454084
H39 -4.176946 1.695303 -1.914267

Forces on atoms 1 to 6 (eV/Å):
-0.252 0.924 0.585
-0.099 -0.551 -0.323
0.424 0.666 0.983
-0.290 -0.075 -0.530
-0.360 -0.225 -0.580
-0.096 0.250 0.174

Computed properties:
LUMO level (spin up / spin down): -13.79 / -13.97 eV
HOMO-LUMO gap (spin up / spin down): 5.591 / 5.406 eV
2S+1: 2
Net charge: +4
Relative energy (zero: lowest compared OMol25 entry of this formula, charge and spin): 274.5 kJ/mol
HOMO level (spin up / spin down): -19.38 / -19.38 eV

=====

No. 8
Molecular formula: C9H14
Method: DFT, ωB97M-V/def2-TZVPD

Positions of all 23 atoms, in Å:
C1 -2.721550 0.428225 0.330029
C2 -1.673521 -0.062943 -0.629123
C3 -0.772995 -1.126925 -0.446465
C4 0.367516 -1.331148 -1.250503
C5 0.497991 -0.549392 -2.378455
C6 -0.469879 0.405780 -2.702094
C7 -1.476984 0.677944 -1.824982
H1 -3.645299 0.491739 -0.247911
H2 -2.473939 1.454940 0.572315
H3 -2.692859 -0.164773 1.245563
H4 -1.165631 -1.686911 0.406719
H5 1.030921 -2.151954 -1.018536
H6 1.375701 -0.717775 -2.986654
H7 -0.299327 1.061284 -3.553094
H8 -2.254160 1.382023 -2.127989
C8 2.253242 -0.487866 2.003147
C9 1.846052 0.975814 2.067106
H9 3.045427 -0.723807 1.293453
H10 2.598404 -0.826580 2.992117
H11 1.445460 -1.168497 1.775856
H12 0.877469 1.098853 2.555628
H13 1.897009 1.488215 1.109745
H14 2.410952 1.533751 2.814131

Forces on atoms 1 to 6 (eV/Å):
0.656 -0.359 -0.694
1.751 0.498 -1.993
-1.459 0.954 1.056
-1.680 -0.213 0.501
0.419 -0.226 0.047
1.353 0.290 -0.053

Computed properties:
LUMO level: 0.99 eV
HOMO-LUMO gap: 9.900 eV
2S+1: 1
Relative energy (zero: lowest compared OMol25 entry of this formula, charge and spin): 73.3 kJ/mol
SMILES: Cc1ccccc1.CC
HOMO level: -8.91 eV